Entry 1:
Entry from the Open Molecules 2025 dataset: a cluster of 16 separate species, C28H92N4O16 in total in a non-equilibrium geometry (the ωB97M-V functional and the def2-TZVPD basis).

LUMO level = -0.001 Eh

```
140
Properties=species:S:1:pos:R:3:forces:R:3:lowdin_charge:R:1
O 4.207418 2.851864 5.140765 -0.1 0.1 0.3 -0.05
H 3.458768 2.563454 4.618675 -0.3 -0.1 -0.2 0.03
H 4.969478 2.658804 4.594655 0.3 -0.1 -0.1 0.02
O -0.345512 5.741564 1.051375 -0.2 -0.1 0.3 -0.05
H 0.457168 6.260644 1.001525 0.2 0.1 0.0 0.03
H -0.517182 5.477664 0.147425 -0.1 -0.1 -0.4 0.02
O 2.351028 0.935754 7.942845 0.1 -0.2 0.2 -0.05
H 1.435948 0.945904 7.662225 -0.3 0.0 -0.1 0.03
H 2.800758 1.501674 7.315385 0.2 0.2 -0.2 0.01
O -0.114002 4.598434 -2.789665 0.0 0.2 0.3 -0.05
H -0.849382 4.285144 -3.316235 -0.2 -0.1 -0.1 0.03
H 0.634638 4.085184 -3.093545 0.3 -0.2 -0.1 0.02
O -2.752162 5.313244 4.279575 -0.1 -0.2 0.2 -0.05
H -3.497092 5.885674 4.096165 -0.2 0.2 0.0 0.03
H -2.231102 5.332844 3.476865 0.3 0.0 -0.3 0.02
O 3.084748 2.486524 -4.169505 -0.3 0.2 -0.1 -0.05
H 3.120518 1.674544 -3.663905 0.0 -0.3 0.2 0.02
H 4.001078 2.738174 -4.284545 0.2 0.1 0.0 0.03
C 4.489248 -6.664226 3.579835 -0.3 -0.8 -1.5 -0.10
C 4.374038 -5.806986 4.764755 -1.2 0.3 0.6 -0.39
O 5.635668 -5.615016 5.292105 1.4 0.4 0.7 -0.06
H 3.630498 -6.534866 2.921095 -0.2 -0.1 0.1 0.08
H 4.537878 -7.723226 3.833345 0.3 0.0 0.0 0.08
H 5.345008 -6.381286 2.966885 0.2 -0.1 0.2 0.08
H 3.747448 -6.273306 5.525025 -0.4 -0.2 0.0 0.11
H 3.894648 -4.859506 4.518675 0.0 0.3 -0.2 0.11
H 5.531748 -5.109426 6.101535 0.2 0.0 0.1 0.09
C -6.482932 3.313284 -4.844295 -1.0 -0.6 -0.3 -0.09
C -5.232982 2.920934 -5.615445 -1.6 -0.5 0.1 -0.36
O -4.178352 3.418964 -4.889775 1.9 1.1 0.5 -0.07
H -6.416172 2.860644 -3.854965 0.1 0.3 0.2 0.07
H -7.383152 2.866554 -5.266355 0.0 -0.3 -0.3 0.07
H -6.746912 4.368564 -4.775045 0.7 0.1 0.0 0.07
H -5.229332 3.234234 -6.659435 -0.1 0.2 0.0 0.11
H -5.159382 1.833724 -5.589375 -0.2 -0.3 -0.3 0.11
H -3.450572 3.588724 -5.492365 0.2 0.0 0.1 0.08
C -3.005452 -5.802836 2.387355 1.0 -0.1 -1.1 -0.07
C -2.647382 -6.098626 0.863005 -0.8 0.6 1.2 -0.31
O -2.696262 -7.476146 0.645595 0.7 -1.2 -0.1 -0.09
H -2.225822 -6.186926 3.045195 0.3 -0.3 -0.3 0.06
H -3.884812 -6.362616 2.705895 -0.4 0.4 -0.3 0.06
H -3.026012 -4.745426 2.651115 -0.6 0.1 -0.3 0.06
H -1.668062 -5.714446 0.577645 0.2 -0.3 0.4 0.11
H -3.310822 -5.687426 0.102175 -0.5 0.8 0.5 0.10
H -3.537052 -7.808906 0.967995 0.0 0.0 0.0 0.08
C 2.887018 -2.776106 -3.378185 0.2 1.1 -0.1 -0.07
C 4.370188 -2.418506 -3.665525 -0.8 -0.7 -0.7 -0.33
O 4.682328 -1.201236 -3.060465 -0.3 1.1 1.1 -0.08
H 2.737038 -2.944306 -2.311735 0.1 -0.6 -0.1 0.07
H 2.457338 -3.532606 -4.034835 0.5 -0.5 0.3 0.07
H 2.220968 -1.930836 -3.551365 0.3 0.5 -0.3 0.06
H 4.571238 -2.294876 -4.729665 -0.3 -0.4 -0.3 0.10
H 5.001848 -3.232526 -3.309905 0.1 -0.1 0.2 0.10
H 5.611808 -0.969396 -3.123155 0.0 -0.3 -0.2 0.08
C -6.240902 3.423284 0.679505 0.1 0.5 0.2 -0.09
C -7.549432 4.231314 0.665745 1.2 -2.1 -0.5 -0.36
O -7.298202 5.578564 0.809495 0.0 1.3 0.3 -0.06
H -5.565192 3.834594 -0.070395 0.0 -0.1 -0.1 0.07
H -6.392452 2.361404 0.485755 -0.1 0.0 0.0 0.07
H -5.754422 3.554174 1.646105 0.1 -0.2 0.1 0.06
H -8.143012 3.859664 1.500985 -0.7 -0.1 -0.4 0.11
H -7.946652 4.035774 -0.330285 -0.8 0.3 0.3 0.11
H -7.177422 5.704314 1.753525 0.1 0.5 0.0 0.09
C -3.873392 -4.069786 -8.281715 -0.1 0.3 1.4 -0.10
C -3.900382 -2.540836 -8.065135 0.9 -1.1 -2.2 -0.27
O -3.654462 -1.989116 -9.387055 -0.5 0.7 0.6 -0.11
H -4.549542 -4.448946 -9.047965 -0.1 0.3 0.2 0.07
H -4.076342 -4.520686 -7.310325 -0.3 -0.4 0.0 0.06
H -2.867032 -4.415236 -8.518395 0.1 0.3 -0.2 0.07
H -3.078312 -2.276806 -7.399855 -0.1 0.2 0.2 0.10
H -4.840152 -2.124946 -7.701865 0.1 -0.2 -0.1 0.11
H -2.732072 -2.121336 -9.617955 0.1 0.0 0.1 0.07
C 0.677868 -0.835836 2.377765 -1.0 0.6 -0.6 -0.06
C 0.474648 0.554744 1.717095 0.0 -0.9 -0.6 -0.41
C -0.760152 0.575414 0.727945 -0.5 0.3 -0.1 -0.19
O -0.726892 -0.323426 -0.390495 0.1 -0.3 0.1 -0.20
C -1.537942 0.058614 -1.519275 0.8 0.0 0.4 -0.09
N 0.369868 1.538374 2.803955 -0.6 -0.1 -0.6 0.04
H 1.405808 -0.793176 3.187935 0.1 0.0 -0.2 0.07
H 0.868748 -1.625926 1.651525 0.4 0.2 0.0 0.07
H -0.297792 -1.093036 2.790105 -0.1 -0.1 0.4 0.07
H 1.363668 0.801024 1.136515 0.0 0.1 -0.1 0.13
H -0.959372 1.584984 0.368505 0.7 0.5 -0.2 0.11
H -1.699512 0.397374 1.251395 -0.1 -0.5 0.7 0.11
H -1.772352 -0.780676 -2.174065 0.4 -0.5 0.4 0.08
H -0.921092 0.732644 -2.113645 -0.4 0.5 -0.1 0.08
H -2.518022 0.455064 -1.253975 0.1 0.4 0.3 0.08
H -0.541692 1.407414 3.218685 -0.2 -0.2 0.6 0.07
H 0.272448 2.467184 2.419345 0.3 0.4 -0.3 0.06
C 10.398708 0.612674 6.343205 0.7 -1.0 -0.9 -0.08
C 9.132148 1.154714 5.702895 -0.5 0.1 0.3 -0.43
C 8.375778 0.058484 4.909305 1.1 0.0 0.6 -0.22
O 7.254228 0.466954 4.165605 0.3 0.9 -0.7 -0.18
C 7.040268 -0.451046 3.104725 -0.9 -0.6 0.4 -0.11
N 8.433078 1.709684 6.849485 -1.2 0.1 -0.2 0.03
H 10.972268 -0.007086 5.653975 0.3 0.2 -0.3 0.07
H 10.129978 -0.104436 7.118855 -0.2 0.1 0.2 0.08
H 11.071198 1.344074 6.791435 -0.3 0.2 -0.2 0.08
H 9.264328 1.970994 4.992745 0.5 0.1 0.0 0.14
H 8.081178 -0.721636 5.611255 0.0 -0.4 0.1 0.13
H 9.134668 -0.323806 4.226635 0.0 -0.4 -0.2 0.11
H 6.738248 -1.379236 3.589855 0.1 -0.5 -0.3 0.09
H 7.879538 -0.629066 2.432395 0.5 0.2 0.4 0.08
H 6.220598 -0.179026 2.439715 -0.2 0.6 0.4 0.08
H 7.453448 1.739934 6.605555 -0.4 0.5 0.1 0.07
H 8.454968 1.021694 7.588595 0.1 -0.1 0.3 0.06
C -3.064752 -1.185746 7.514115 -0.5 0.0 -0.2 -0.05
C -3.458092 0.080134 6.701595 0.2 -0.3 0.3 -0.43
C -4.963152 0.387204 6.877105 0.1 -1.5 -0.3 -0.18
O -5.826362 -0.661786 6.402035 -0.1 1.0 1.1 -0.18
C -6.087282 -0.642446 5.052675 0.1 -1.4 -1.7 -0.16
N -2.726182 1.242804 7.187865 0.4 -0.4 0.0 0.03
H -3.594302 -2.066896 7.151795 -0.5 0.2 0.1 0.07
H -3.347612 -1.007756 8.551615 -0.2 -0.1 0.1 0.07
H -2.045102 -1.568606 7.556785 0.4 0.9 -0.4 0.07
H -3.190772 -0.036586 5.651345 -0.2 -0.2 -0.1 0.12
H -5.222092 1.335714 6.406585 0.0 0.1 -0.1 0.12
H -5.152332 0.441214 7.949205 -0.1 0.2 0.0 0.12
H -6.776392 -1.452356 4.813385 -0.2 -0.1 0.4 0.09
H -5.202142 -0.917006 4.478875 0.4 0.2 -0.2 0.08
H -6.531752 0.216594 4.550075 0.0 0.8 0.7 0.08
H -3.183032 2.085834 6.870595 0.1 0.3 0.1 0.07
H -2.742862 1.198664 8.196765 0.0 0.4 0.2 0.07
C 0.234998 2.618954 -10.179675 0.6 -1.1 -0.9 -0.07
C -0.183102 2.121244 -8.808605 -0.4 0.7 -0.6 -0.44
C 0.435278 0.774104 -8.378495 -0.3 0.3 -1.3 -0.16
O 0.301678 -0.275296 -9.369355 -0.3 1.5 1.0 -0.18
C 1.300308 -1.217166 -9.169475 -0.2 -1.8 -1.3 -0.15
N 0.167518 3.139304 -7.833855 0.0 0.4 1.2 0.02
H 1.322328 2.690884 -10.205155 0.2 0.2 -0.1 0.08
H -0.203422 3.567114 -10.490925 0.0 0.1 0.5 0.08
H -0.034102 1.923864 -10.974995 0.0 -0.2 0.0 0.07
H -1.272632 2.145334 -8.829455 -0.2 -0.7 0.2 0.13
H 0.018388 0.430294 -7.431865 0.1 0.1 0.1 0.13
H 1.504348 0.975834 -8.311475 0.2 0.0 0.5 0.12
H 1.065978 -2.011996 -9.877595 0.0 -0.1 -0.2 0.09
H 1.276818 -1.750166 -8.218965 0.1 0.5 0.5 0.09
H 2.302828 -0.907386 -9.464605 0.2 0.5 0.4 0.09
H -0.025012 4.057194 -8.208705 -0.4 0.1 -0.1 0.07
H 1.148888 3.197774 -7.602335 0.3 -0.5 -0.1 0.07
```
Forces are in eV/Å.

---

Entry 2:
Entry from the Open Molecules 2025 dataset: a structure of composition C29H12F9IrN3O6Se in a non-equilibrium geometry (the ωB97M-V functional and the def2-TZVPD basis).

LUMO level (alpha / beta) = -0.137 / -0.137 Eh
<S²> = 0.80
2S+1 = 2

```
61
Properties=species:S:1:pos:R:3:forces:R:3:lowdin_charge:R:1
Ir -0.167575 -0.424749 0.202113 2.8 1.9 1.2 1.16
F -5.426771 7.334820 1.711571 0.2 0.1 -0.1 0.14
C -5.798610 6.109890 2.102080 0.0 0.0 0.0 -0.60
F -7.026304 5.902187 1.590016 -0.2 -0.1 -0.1 0.14
F -5.958393 6.166486 3.436516 0.0 -0.1 0.2 0.14
C -4.833294 5.033504 1.694587 0.0 0.1 0.0 -0.12
C -5.109039 3.722279 2.073563 0.0 0.2 -0.1 -0.01
C -4.236230 2.714755 1.726024 0.1 0.2 -0.1 -0.01
C -3.074387 3.011492 1.000632 -0.4 0.4 0.2 -0.26
C -2.822899 4.328778 0.600315 -0.1 -0.2 0.1 -0.01
C -3.699599 5.336241 0.949888 -0.3 0.0 0.2 -0.01
C -2.170102 1.970433 0.714506 1.0 -1.4 -0.4 -0.13
C -1.412744 1.028296 0.527870 -0.4 0.5 -0.2 -0.21
H -6.002126 3.501440 2.638535 -0.1 0.0 0.1 0.12
H -4.429940 1.691630 2.006044 0.0 -0.1 0.1 0.12
H -1.941161 4.550991 0.020692 0.1 0.0 0.0 0.12
H -3.507809 6.356068 0.652475 0.0 0.1 0.0 0.12
F 4.634616 -1.712866 6.313424 -0.1 0.0 -0.1 0.14
C 4.122801 -1.320256 5.150742 -0.2 0.2 -0.4 -0.12
C 3.934745 0.039362 4.895248 0.0 -0.1 -0.1 -0.14
F 4.266785 0.940346 5.819032 0.0 -0.1 0.0 0.13
C 3.415706 0.437317 3.671699 -0.1 -0.1 -0.3 -0.25
F 3.240551 1.733591 3.406692 0.2 -0.2 0.5 0.08
C 3.087108 -0.485742 2.677315 -0.3 -0.2 0.2 -0.46
Se 2.526074 0.124954 0.968656 -1.4 0.4 -0.4 1.00
C 3.277523 -1.838444 2.958941 0.1 0.4 0.1 -0.24
F 2.983783 -2.737209 2.020406 0.1 -0.2 0.3 0.08
C 3.786402 -2.264023 4.180081 0.0 0.3 -0.1 -0.14
F 3.970159 -3.561500 4.421630 0.0 0.0 0.1 0.12
F -0.718961 -5.075831 0.173028 0.0 0.3 -0.4 0.13
C -0.324133 -4.064302 -0.668657 0.0 -0.2 0.3 -0.23
C -1.245500 -2.327501 -2.242488 3.4 1.0 -0.6 0.21
N -0.050007 -1.709324 -2.516320 -5.0 -1.1 -0.1 0.05
C -0.080628 -0.365521 -3.085969 0.2 1.4 -0.5 -0.01
C 0.894166 0.674954 -2.405953 -0.5 -0.1 0.5 -0.63
O 1.478994 1.451769 -3.107949 -0.1 0.0 -0.6 0.11
O 0.950711 0.659344 -1.121680 -0.2 0.2 0.2 -0.34
C 1.227987 -2.243208 -2.541587 3.6 -1.1 0.5 -0.41
O 2.177346 -1.560301 -2.855283 -1.5 -0.8 0.1 0.20
N 1.411166 -3.612414 -2.327704 0.4 0.5 -1.0 0.23
C 0.861012 -4.544430 -1.488910 -0.3 -0.4 0.4 -0.38
O 1.263090 -5.675288 -1.454424 -0.1 0.3 0.1 0.18
H -2.119762 -1.786891 -2.559786 -0.1 0.4 0.0 0.17
H -1.091453 0.039391 -3.022252 0.0 -0.2 0.1 0.14
H 0.246694 -0.405408 -4.128438 -0.1 -0.1 0.2 0.15
H 2.307153 -3.904892 -2.711808 -0.1 0.0 0.1 0.19
O 1.044415 -2.242538 0.093364 -0.1 -0.5 -0.6 -0.11
C -0.069152 -2.788650 0.120239 0.1 -1.5 0.4 -0.48
N -1.085453 -2.166495 0.711734 -0.8 0.0 0.1 0.04
C -2.426888 -2.634137 0.563034 0.2 0.7 1.3 -0.41
O -3.279428 -2.316268 1.357572 0.2 -0.2 -0.6 0.14
C -2.658389 -3.474092 -0.608688 -1.0 -0.5 -0.5 -0.06
C -3.846528 -4.159391 -0.758510 0.6 0.6 0.2 0.03
C -4.046685 -5.046151 -1.805563 -0.2 -0.1 -0.2 -0.01
C -3.000818 -5.308298 -2.717056 0.2 0.1 -0.1 -0.03
C -1.803897 -4.688532 -2.623795 -0.1 0.2 -0.5 0.03
C -1.519213 -3.652522 -1.579945 0.4 -0.5 0.5 -0.27
H -4.616596 -3.992801 -0.021388 0.0 0.0 0.1 0.14
H -4.986103 -5.562805 -1.912849 -0.1 0.0 0.0 0.12
H -3.157372 -6.028141 -3.506234 0.0 -0.1 0.0 0.12
H -1.007703 -4.900632 -3.319778 0.1 -0.1 -0.1 0.13
```
Forces are in eV/Å.

---

Entry 3:
Entry from the Open Molecules 2025 dataset: a structure of composition C29H14Br2F5N8O8S2W in a non-equilibrium geometry (the ωB97M-V functional and the def2-TZVPD basis).

LUMO level (alpha / beta) = -0.142 / -0.161 Eh
<S²> = 2.01
Net charge = +1
2S+1 = 3

```
69
Properties=species:S:1:pos:R:3:forces:R:3:lowdin_charge:R:1
W 0.114279 0.145065 0.203286 -0.4 1.0 0.4 1.81
Br 2.786838 -5.621360 -2.192521 0.1 -0.1 0.0 0.87
C 2.010342 -4.078642 -1.493623 0.0 0.0 0.1 -0.66
C 0.825280 -3.589193 -2.019304 -0.1 0.1 0.0 -0.06
C 0.297114 -2.432319 -1.489025 0.1 -0.1 0.0 -0.08
N 0.887685 -1.765634 -0.479564 0.0 -0.2 0.0 -0.02
C 2.012813 -2.273081 0.053920 0.2 0.1 0.3 -0.17
C 2.612715 -3.415059 -0.436057 0.0 -0.1 0.0 -0.03
C 2.548821 -1.489330 1.185657 -0.1 -0.2 -0.3 -0.18
C 3.661368 -1.860576 1.912735 0.1 0.1 0.1 -0.02
C 4.087988 -1.023738 2.932589 0.0 -0.1 -0.1 -0.66
Br 5.574140 -1.485700 3.960417 0.1 0.0 0.0 0.86
C 3.409029 0.158290 3.170433 -0.1 0.1 0.0 -0.05
C 2.295811 0.445061 2.405805 0.1 -0.1 0.0 -0.07
N 1.851108 -0.379892 1.451248 0.2 0.1 0.1 -0.04
H 0.319545 -4.089531 -2.831917 0.0 0.0 0.0 0.12
H -0.615593 -2.002715 -1.875302 0.0 0.0 0.0 0.11
H 3.534711 -3.781619 -0.012452 0.0 0.0 0.0 0.11
H 4.191507 -2.774852 1.696292 0.0 0.0 0.0 0.11
H 3.728729 0.847205 3.938248 0.0 0.0 0.0 0.12
H 1.727819 1.349719 2.557190 0.0 0.0 0.0 0.13
N -1.669451 -3.046829 0.733269 0.1 0.0 0.0 0.13
C -2.401812 -1.942204 0.465610 -0.1 0.0 0.1 -0.66
N -1.912477 -0.720546 0.401445 -0.1 0.1 -0.2 -0.03
C -2.932752 0.207021 0.129448 0.2 0.1 0.0 -0.31
C -4.149526 -0.331620 -0.042374 -0.1 -0.1 0.0 -0.31
S -4.088189 -2.040635 0.158936 -0.1 0.0 0.0 1.14
C -2.579047 1.625309 0.054162 0.0 -0.1 0.0 -0.32
C -3.411543 2.680926 0.060035 0.0 0.1 0.0 -0.31
S -2.506692 4.149699 -0.004972 0.0 0.1 0.0 1.12
C -1.036379 3.244760 -0.018481 0.1 0.1 0.0 -0.64
N -1.230743 1.946253 -0.002738 0.1 -0.3 0.1 -0.04
N 0.170154 3.828378 -0.033554 0.0 -0.1 0.0 0.15
H -0.810331 -2.904833 1.240948 0.0 0.0 0.1 0.08
H -2.158866 -3.901314 0.940774 0.0 0.0 0.0 0.11
H -5.068230 0.163545 -0.305860 0.0 0.0 0.0 0.09
H -4.486109 2.694483 0.120557 0.0 0.0 0.0 0.09
H 0.266297 4.826329 0.005666 0.0 0.0 0.0 0.11
H 0.991558 3.239003 -0.026859 0.0 0.0 0.0 0.09
O 3.316430 1.815788 -1.792142 0.0 0.0 0.1 0.13
C 2.151175 1.553662 -1.644570 -0.1 0.1 -0.1 -0.52
O 1.611113 1.377566 -0.438323 0.1 -0.1 0.0 -0.22
C 1.207543 1.517324 -2.815067 0.1 0.0 0.0 -0.04
C 1.587097 2.189282 -3.962780 0.0 0.0 0.0 0.09
C 0.726609 2.217596 -5.043337 0.0 0.0 -0.1 -0.11
C -0.486668 1.569079 -5.023614 -0.1 0.0 0.0 0.10
C -0.851629 0.876071 -3.884769 -0.4 0.0 -0.2 -0.03
C -0.022404 0.838641 -2.755352 0.1 0.1 0.3 -0.23
O -0.361361 0.153860 -1.690160 -0.2 -0.3 -0.5 -0.27
N -2.147769 0.154368 -3.929544 0.6 -0.3 -0.1 -0.32
O -2.447684 -0.551862 -2.980775 -0.2 0.1 0.0 0.07
O -2.795082 0.245273 -4.946902 -0.1 0.2 0.1 0.11
N 1.113911 2.955440 -6.261866 -0.1 0.0 0.2 -0.35
O 2.160122 3.563670 -6.226807 0.1 0.0 0.0 0.10
O 0.350660 2.914307 -7.201185 0.0 0.0 -0.1 0.10
H 2.544904 2.689070 -4.002640 0.0 0.0 0.0 0.14
H -1.140084 1.588592 -5.882876 0.0 0.0 0.0 0.14
F -2.206603 -1.078496 6.901005 0.0 0.0 0.0 0.14
C -1.752566 -0.645509 5.729222 0.0 -0.1 0.1 -0.14
C -1.984946 0.657458 5.322924 0.0 0.1 0.0 -0.14
F -2.667437 1.481441 6.110142 0.0 0.0 0.0 0.14
C -1.517810 1.098695 4.099268 -0.2 0.0 0.2 -0.13
F -1.773648 2.356373 3.727755 0.0 0.0 -0.1 0.12
C -0.803500 0.267706 3.231775 -0.1 0.0 -0.3 -0.25
O -0.402872 0.759729 2.071998 0.3 0.0 0.1 -0.26
C -0.573526 -1.029966 3.678755 0.1 -0.2 0.1 -0.13
F 0.145150 -1.905265 2.925790 -0.2 0.0 -0.1 0.06
C -1.038101 -1.487337 4.899644 0.0 0.0 0.0 -0.14
F -0.788938 -2.742378 5.270361 0.0 0.0 0.0 0.13
```
Forces are in eV/Å.